No. 1
This record from the OMol25 dataset describes a molecular structure, C23H42BBrClEuFN3O4P at a distorted geometry. The level of theory is ωB97M-V with the def2-TZVPD basis set.

The geometry in XYZ format:
```
78
Properties=species:S:1:pos:R:3:forces:R:3:lowdin_charge:R:1
C -3.4245 -0.4051 4.8475 0.349 0.192 0.223 -0.10
C -2.4115 -1.1809 4.0117 -0.797 -0.507 0.276 -0.53
P -2.1958 -0.6497 2.2640 -0.720 0.517 -0.761 1.04
C -0.6999 0.4007 2.5288 0.198 -0.557 0.329 -0.30
C -1.5531 -2.2857 1.5457 0.069 0.364 0.406 -0.47
C -2.5668 -3.0324 0.6845 0.000 -0.191 0.102 -0.13
C -4.0388 -2.8037 1.0267 -0.071 -0.082 -0.279 -0.40
O -4.4925 -1.6468 0.3444 -0.046 0.059 0.108 -0.04
C -4.8944 -4.0073 0.5601 -0.305 0.452 -0.261 -0.22
N -5.3326 -3.9711 -0.8144 0.111 -0.189 0.031 0.03
O -0.2335 -2.1348 1.0776 -0.067 -0.209 0.437 -0.29
C 0.0742 -1.6803 -0.2142 1.115 0.003 -0.227 -0.76
Cl -0.9944 -0.3361 -0.6813 -0.368 0.060 0.007 0.89
C 0.1001 -2.8217 -1.2481 -0.885 -0.115 0.331 -0.17
C -0.5786 -2.5981 -2.5893 0.344 -0.124 -0.355 -0.21
C 0.1695 -1.6847 -3.5655 0.154 -0.312 -0.367 -0.29
N 0.1354 -2.2691 -4.9022 -0.320 0.139 0.203 0.00
C 1.5261 -1.0858 -0.1169 -0.599 0.570 -0.107 -0.64
Br 2.5973 -2.2829 1.0743 0.210 -0.298 0.157 0.80
O 1.5752 0.1684 0.3802 -0.064 -0.008 0.097 -0.19
C 2.4945 1.1210 -0.2675 0.812 0.234 -0.007 -0.25
C 2.0064 1.4180 -1.6834 0.126 -0.227 -0.095 -0.12
C 2.6082 2.6512 -2.3617 -0.356 0.093 -0.442 -0.11
C 1.9822 3.9819 -2.0212 0.108 -0.091 0.345 -0.24
C 0.6166 4.1331 -1.8239 -0.107 0.047 -0.037 -0.06
C 0.0761 5.3681 -1.4997 -0.039 -0.218 0.060 -0.08
C 0.8978 6.4691 -1.3578 -0.150 0.133 0.012 -0.08
C 2.2560 6.3340 -1.5695 0.199 0.039 0.044 -0.07
C 2.7912 5.1008 -1.8933 0.012 -0.022 -0.067 -0.04
B 4.0629 0.6238 -0.2966 0.000 -0.077 0.136 -0.59
N 4.8117 0.5131 0.9054 0.020 -0.766 -0.495 0.22
O 4.6857 0.3882 -1.5121 -0.276 0.275 0.058 0.15
C 2.4687 2.3685 0.6330 -0.878 -0.203 0.068 -0.29
C 2.3850 2.1191 2.1309 0.184 0.300 -0.090 0.00
F 3.5967 3.1153 0.3345 0.027 -0.078 -0.026 0.04
H -4.2845 -0.1547 4.2375 -0.153 -0.008 -0.061 0.09
H -3.7514 -0.9799 5.7078 -0.102 -0.106 0.059 0.09
H -3.0035 0.5207 5.2311 -0.016 0.219 -0.110 0.09
H -1.4059 -1.0746 4.4125 -3.363 1.505 0.476 -0.16
H -2.6695 -2.2466 4.0566 0.075 -0.105 -0.087 0.09
H -0.4236 0.4760 3.6022 -0.087 0.317 0.078 0.01
H -0.9147 1.4185 2.2248 0.092 0.160 -0.046 0.07
H 0.1637 0.0449 1.9736 0.145 0.175 -0.212 0.01
H -1.4121 -2.9269 2.4335 0.053 -0.189 0.065 0.09
H -2.3589 -4.0921 0.8184 0.154 -0.146 -0.197 0.13
H -2.4698 -2.7878 -0.3678 0.150 0.103 -0.134 0.10
H -4.2043 -2.7079 2.1068 0.138 0.043 0.138 0.13
H -4.6131 -0.9163 0.9541 -0.030 0.116 0.034 0.06
H -5.7951 -3.9872 1.1662 -0.073 -0.314 0.163 0.12
H -4.3493 -4.9335 0.7303 0.010 -0.126 0.270 0.11
H -4.6084 -3.6977 -1.4618 0.023 -0.024 -0.116 0.07
H -6.1199 -3.3541 -0.9319 0.013 0.155 -0.091 0.08
H 1.1306 -3.1378 -1.3909 0.163 0.008 -0.019 0.12
H -0.4033 -3.6538 -0.7642 0.052 -0.206 0.067 0.12
H -0.6147 -3.5693 -3.0789 -0.068 -0.171 0.031 0.12
H -1.6133 -2.2870 -2.4766 -0.120 0.066 0.058 0.09
H -0.2846 -0.7009 -3.6252 0.025 0.180 0.124 0.11
H 1.2070 -1.5747 -3.2249 0.096 0.251 0.207 0.10
H 0.7825 -3.0405 -4.9736 0.053 -0.066 -0.141 0.07
H 0.3547 -1.5903 -5.6151 0.079 0.006 -0.096 0.07
H 1.9542 -1.1653 -1.1106 0.323 -0.127 -0.012 0.10
H 2.2850 0.5677 -2.3061 -0.046 -0.113 -0.115 0.10
H 0.9217 1.4811 -1.7280 -0.128 0.031 0.241 0.09
H 3.6844 2.6949 -2.2401 0.144 -0.005 0.118 0.12
H 2.4401 2.5130 -3.4304 0.096 -0.127 -0.151 0.13
H -0.0539 3.2914 -1.9209 -0.067 -0.135 -0.058 0.10
H -0.9877 5.4509 -1.3419 -0.147 0.087 -0.015 0.10
H 0.4765 7.4234 -1.0872 -0.027 0.158 0.012 0.11
H 2.9099 7.1841 -1.4598 0.070 0.137 -0.015 0.11
H 3.8540 4.9920 -2.0469 0.162 0.045 0.028 0.12
H 5.7660 0.2268 0.7294 0.126 0.029 0.095 0.10
H 4.4138 -0.0942 1.6038 -0.078 0.421 0.449 0.04
H 4.6136 -0.5199 -1.8125 0.258 -0.054 -0.182 0.11
H 1.5961 2.9564 0.3510 0.100 0.341 -0.102 0.15
H 1.3608 2.2586 2.4647 -0.139 -0.153 0.071 0.06
H 2.9742 2.8895 2.6190 0.127 0.045 0.093 0.10
H 2.7644 1.1484 2.4298 0.060 -0.157 0.080 0.06
Eu 0.1871 -1.7435 4.6113 3.866 -1.472 -0.814 1.84
```
Forces are in eV/Å.

- 2S+1: 8
- Electronic energy: -5576.789760 hartree
- LUMO level (alpha / beta): -8.6974 / -8.4983 eV
- Kohn-Sham gap (alpha / beta): 3.7 / 3.9 eV
- Charge: +2

No. 2
This record from the OMol25 dataset describes 11 unconnected molecules or ions with the total composition C23H42BN11OP at a distorted geometry. The level of theory is ωB97M-V with the def2-TZVPD basis set.

The geometry in XYZ format:
```
79
Properties=species:S:1:pos:R:3:forces:R:3:lowdin_charge:R:1
C -1.8041 -5.0022 -0.1583 0.530 0.004 -1.922 -0.20
N -1.0850 -3.7082 0.0465 -1.866 1.192 -4.663 -0.29
C -1.8843 -2.6837 0.7613 -0.990 0.090 0.234 -0.32
B -1.9009 -1.1713 0.1269 -0.368 -0.655 1.275 -0.72
P -0.3135 -0.5757 -0.7702 0.670 1.213 -1.587 0.79
C 0.1622 1.0984 0.0402 0.863 -0.664 0.229 -0.37
O 1.0686 -1.5762 -0.4796 0.101 0.086 -0.469 -0.44
H -1.0683 -5.8789 -0.0645 -1.107 0.956 0.135 0.05
H -2.7029 -5.1621 0.5100 1.138 0.297 -0.690 0.07
H -2.1315 -5.0078 -1.2606 0.030 -0.257 1.605 0.08
H -0.7608 -3.4168 -0.8874 -0.920 0.596 0.397 0.07
H -1.6111 -2.5794 1.8733 0.038 -0.621 -1.496 0.08
H -2.9822 -3.0417 0.7767 1.334 0.479 0.097 0.08
H -2.8839 -1.0734 -0.5655 0.084 0.205 -0.793 0.00
H -2.0940 -0.4127 1.0505 -0.011 0.323 0.321 0.00
H -0.3004 1.1973 1.0664 0.460 0.147 -1.329 -0.01
H -0.0771 1.9498 -0.6710 0.072 -0.952 1.031 0.01
H 1.3053 1.0751 0.1569 -1.472 0.105 -0.123 0.02
H 1.4574 -1.6958 -1.3732 -0.468 0.216 1.041 0.00
C 3.6204 3.6978 0.4225 -0.458 0.390 -0.745 -0.09
C 3.0087 4.2677 -0.8154 -0.337 0.140 -0.529 -0.26
N 2.5326 4.7134 -1.7767 0.711 -0.505 1.330 0.11
H 4.1592 4.4759 0.9613 -0.100 -0.050 -0.116 0.04
H 2.8405 3.2915 1.0694 -0.020 0.029 -0.113 0.06
H 4.3160 2.9001 0.1602 -0.092 0.075 -0.065 0.07
C 7.2898 1.9397 2.2450 -0.523 0.550 0.152 -0.06
C 6.3040 3.0191 2.5414 -0.350 0.394 0.161 -0.24
N 5.5364 3.8580 2.7707 1.216 -1.144 -0.184 0.14
H 8.3044 2.3216 2.3631 -0.111 0.022 0.001 0.08
H 7.1414 1.1042 2.9299 -0.045 0.097 -0.049 0.08
H 7.1581 1.5883 1.2210 -0.038 0.052 0.086 0.08
C 0.6619 -5.4858 3.8964 -0.215 0.411 -0.776 -0.08
C 0.0048 -4.9256 2.6749 -0.055 0.447 -1.016 -0.13
N -0.5132 -4.4827 1.7132 2.242 -3.919 8.307 0.09
H 1.1932 -4.6954 4.4291 -0.038 -0.062 -0.037 0.07
H -0.0915 -5.9162 4.5579 0.033 0.046 -0.068 0.07
H 1.3732 -6.2640 3.6137 -0.040 0.056 0.044 0.06
C 0.1426 5.8577 1.4362 -0.053 -1.076 0.195 -0.11
C 0.2400 4.4237 1.8352 0.075 -0.588 0.226 -0.24
N 0.3300 3.3060 2.1376 -0.010 1.786 -0.168 0.14
H 1.1404 6.2840 1.3366 -0.119 -0.049 -0.029 0.07
H -0.3750 5.9401 0.4822 0.151 -0.129 0.097 0.05
H -0.4091 6.4179 2.1897 0.114 -0.148 -0.023 0.03
C -1.7349 9.5040 2.5519 0.400 -0.421 0.463 -0.07
C -0.9210 8.6357 3.4501 0.304 -0.259 0.356 -0.26
N -0.2878 7.9585 4.1473 -0.885 0.994 -0.886 0.13
H -2.4390 10.0916 3.1423 0.076 -0.086 0.012 0.07
H -1.0816 10.1798 1.9987 0.009 -0.119 0.055 0.07
H -2.2903 8.8871 1.8443 0.102 -0.012 0.070 0.07
C 1.6869 -5.6685 -1.2150 0.157 0.238 -0.711 -0.06
C 2.1079 -5.2973 -2.5973 0.158 0.127 -0.522 -0.27
N 2.4361 -5.0101 -3.6735 -0.401 -0.431 1.472 0.10
H 1.2779 -6.6797 -1.2103 0.007 0.090 -0.092 0.07
H 2.5452 -5.6292 -0.5431 -0.043 0.065 -0.097 0.08
H 0.9229 -4.9732 -0.8577 0.068 0.044 0.043 0.05
C -4.1205 -8.9191 -0.1598 0.468 0.651 -0.522 -0.08
C -3.2715 -8.1596 -1.1233 0.335 0.341 -0.316 -0.25
N -2.6112 -7.5691 -1.8728 -0.905 -1.015 0.878 0.13
H -4.7600 -9.6138 -0.6985 0.080 0.176 0.094 0.02
H -3.4888 -9.4790 0.5303 -0.048 0.036 -0.092 0.08
H -4.7447 -8.2289 0.4094 0.106 0.012 -0.068 0.08
C -1.3951 9.6717 -1.9022 0.287 -0.300 0.499 -0.08
C -0.5835 8.8151 -0.9935 0.294 -0.296 0.219 -0.24
N 0.0489 8.1369 -0.2965 -0.869 1.260 -0.985 0.16
H -2.1042 10.2667 -1.3246 0.033 -0.129 0.030 0.07
H -0.7411 10.3405 -2.4608 0.011 -0.127 0.113 0.04
H -1.9466 9.0451 -2.6045 0.054 0.004 0.084 0.08
C 1.0282 7.4214 -4.5116 0.160 0.654 0.366 -0.05
C 1.1875 8.7767 -3.9082 0.157 0.517 0.199 -0.25
N 1.3101 9.8313 -3.4377 -0.132 -1.483 -0.776 0.12
H 1.3896 7.4291 -5.5406 -0.026 0.076 0.092 0.08
H 1.6005 6.6903 -3.9372 -0.061 0.071 0.053 0.07
H -0.0238 7.1340 -4.5054 0.084 0.050 0.040 0.08
C -4.0024 -12.3541 -2.6602 -0.323 0.162 0.672 -0.06
C -4.6348 -12.0776 -1.3379 -0.268 -0.059 0.507 -0.26
N -5.1256 -11.8597 -0.3090 0.646 -0.505 -1.467 0.13
H -3.9291 -11.4307 -3.2364 -0.011 -0.036 0.099 0.08
H -3.0022 -12.7632 -2.5142 -0.092 0.058 0.045 0.08
H -4.6044 -13.0741 -3.2156 0.009 0.065 0.098 0.08
```
Forces are in eV/Å.

- 2S+1: 1
- Energy relative to the best compared isomer or geometry (same formula, charge and spin): 2.7664 eV
- Electronic energy: -1945.111279 hartree
- LUMO level: 1.8126 eV
- Kohn-Sham gap: 4.3 eV
- Charge: -1

No. 3
This record from the OMol25 dataset describes a molecular structure, C23H42Cl2N10O4P2S at a distorted geometry. The level of theory is ωB97M-V with the def2-TZVPD basis set.

The geometry in XYZ format:
```
84
Properties=species:S:1:pos:R:3:forces:R:3:lowdin_charge:R:1
C -2.2930 -4.7563 -4.0995 0.654 -0.002 -0.093 -0.12
C -1.9308 -3.2579 -4.0448 -0.066 -0.190 -0.087 -0.68
Cl -1.3579 -2.7951 -2.3915 -0.015 -0.615 -0.507 0.61
C -3.0748 -2.3117 -4.5842 0.175 -0.084 0.715 -0.58
Cl -3.0156 -0.6982 -3.7495 -0.243 -0.222 -0.602 0.62
C -4.4943 -2.8602 -4.4511 1.006 0.424 -0.216 -0.14
C -5.3092 -2.9406 -5.5334 -1.721 -0.498 1.161 -0.16
O -4.9241 -2.5324 -6.8242 0.465 -1.454 0.107 0.08
C -4.0434 -3.3945 -7.3090 1.097 1.554 -0.825 -0.30
N -3.0863 -3.8091 -7.8207 -1.140 -0.364 0.532 0.20
C -6.6792 -3.4303 -5.4141 0.874 0.530 -0.573 0.11
C -7.1598 -3.8069 -4.2209 -0.826 0.056 0.636 -0.17
O -8.5080 -4.2724 -4.1465 0.676 -0.939 -0.694 0.08
C -8.4635 -5.5386 -4.5178 -0.275 -0.600 0.827 -0.32
N -8.3740 -6.6820 -4.6897 -0.219 1.069 -0.215 0.18
C -6.4053 -3.7664 -3.0017 0.743 0.727 -2.266 -0.30
N -6.7750 -4.0887 -1.7916 0.676 -0.031 0.780 -0.17
S -5.4460 -3.8104 -0.8593 -0.428 0.172 -1.194 1.07
N -4.4480 -3.2649 -1.9959 0.750 0.113 0.418 -0.23
C -5.0317 -3.2733 -3.1810 -1.588 -0.569 1.074 -0.28
H -2.9287 -5.0765 -3.2652 -0.037 0.199 -0.394 0.07
H -1.3542 -5.3292 -4.0192 -0.336 0.232 0.058 0.08
H -2.7099 -5.0180 -5.0891 -0.082 0.167 0.471 0.08
H -1.0439 -3.1316 -4.6835 -0.426 0.273 0.210 0.10
H -2.8586 -2.0996 -5.6368 -0.068 -0.081 0.376 0.09
H -7.3176 -3.4881 -6.2998 0.294 0.037 0.285 0.16
O 2.7394 -1.4956 -2.1062 -0.178 0.200 -3.827 -0.30
P 3.0677 -0.0228 -2.2855 1.018 1.322 6.852 0.73
N 4.6455 -0.0761 -1.6039 0.915 0.213 -0.167 -0.36
C 5.0635 0.1379 -0.2395 -0.123 0.132 0.216 -0.13
C 5.6349 -0.8182 -2.3715 -0.402 -0.130 -0.426 -0.14
N 1.8026 0.5449 -1.2587 -1.123 -0.449 -0.196 -0.32
C 1.9788 1.2539 -0.0094 0.179 0.708 -0.276 -0.13
C 0.6253 -0.3138 -1.1546 0.103 -0.231 -0.020 -0.18
N 3.3388 1.6119 -2.7829 -1.054 -0.811 -1.807 -0.31
C 4.4548 2.4822 -2.4735 0.834 -0.230 -0.445 -0.11
C 2.2019 2.3370 -3.3441 -0.147 0.002 -0.223 -0.13
H 6.0305 0.6562 -0.2241 0.068 -0.107 -0.051 0.08
H 5.1766 -0.8036 0.3150 -0.026 0.012 0.039 0.09
H 4.3990 0.7807 0.3286 -0.214 -0.070 -0.111 0.05
H 5.8793 -0.2822 -3.2988 0.066 -0.093 -0.061 0.07
H 5.2723 -1.8162 -2.6409 0.037 -0.003 -0.009 0.07
H 6.5666 -0.9489 -1.8213 -0.099 0.146 0.148 0.08
H 2.2893 0.5825 0.8000 0.043 0.054 0.055 0.08
H 1.0408 1.7236 0.2996 -0.045 -0.112 -0.063 0.08
H 2.6869 2.0793 -0.0997 0.180 -0.129 0.017 0.07
H 0.7826 -1.1354 -0.4441 -0.066 -0.092 -0.053 0.08
H 0.3646 -0.7390 -2.1186 0.121 -0.081 0.059 0.02
H -0.2473 0.2575 -0.8226 0.183 0.213 0.062 0.08
H 4.4239 2.8263 -1.4357 -0.015 -0.114 0.043 0.08
H 4.4472 3.3686 -3.1136 -0.286 -0.070 -0.049 0.08
H 5.4163 2.0084 -2.6632 -0.041 -0.087 0.201 0.07
H 1.7058 2.9448 -2.5802 0.021 -0.030 0.002 0.08
H 1.4649 1.6521 -3.7620 -0.026 -0.004 0.143 0.07
H 2.5099 2.9962 -4.1609 0.125 -0.046 0.033 0.08
O 1.5422 2.8780 3.3209 3.576 1.211 0.620 -0.30
P 1.5268 2.8198 4.8379 -6.557 -2.670 0.604 0.73
N 1.2333 1.1325 4.9798 0.353 -0.769 0.393 -0.36
C -0.0190 0.4214 5.0749 -0.254 0.063 0.061 -0.13
C 2.3225 0.2690 4.5443 0.348 0.466 -0.135 -0.13
N 0.1494 3.8497 5.0158 0.043 1.085 -0.627 -0.33
C -1.1325 3.4655 5.5623 0.185 0.000 0.733 -0.14
C -0.0657 4.8254 3.9494 0.069 -0.079 -0.271 -0.15
N 1.7727 2.9225 6.5461 1.609 1.390 -0.758 -0.31
C 1.5733 1.9020 7.5552 0.666 -0.728 -0.010 -0.11
C 1.9245 4.2569 7.1210 0.190 0.197 0.005 -0.13
H 0.0901 -0.4335 5.7536 0.085 -0.066 -0.085 0.08
H -0.3566 0.0387 4.1024 -0.043 0.018 0.003 0.09
H -0.8268 1.0073 5.5002 0.073 0.214 -0.089 0.05
H 3.1699 0.3436 5.2392 0.089 -0.058 -0.072 0.07
H 2.6781 0.5396 3.5439 0.017 -0.038 0.003 0.06
H 2.0263 -0.7791 4.5106 -0.189 0.081 0.096 0.08
H -1.7153 2.8658 4.8527 -0.044 -0.051 0.046 0.08
H -1.7241 4.3543 5.8026 0.092 0.063 -0.106 0.08
H -1.0326 2.9297 6.5079 0.073 -0.190 -0.094 0.07
H -0.5608 4.3779 3.0793 0.043 0.057 -0.079 0.08
H 0.8754 5.2614 3.6217 -0.018 -0.128 -0.086 0.07
H -0.6863 5.6541 4.3032 -0.052 -0.153 0.213 0.08
H 0.5110 1.7192 7.7413 -0.023 -0.015 -0.122 0.08
H 2.0265 2.1989 8.5047 -0.005 0.277 -0.116 0.08
H 2.0564 0.9617 7.2965 -0.187 -0.025 -0.119 0.08
H 0.9727 4.6267 7.5164 0.010 -0.027 -0.024 0.08
H 2.2806 4.9686 6.3771 -0.137 -0.012 -0.027 0.07
H 2.6586 4.2636 7.9314 0.004 -0.131 -0.029 0.08
```
Forces are in eV/Å.

- 2S+1: 1
- Electronic energy: -3751.129601 hartree
- LUMO level: -1.5587 eV
- Kohn-Sham gap: 6.2 eV
- Charge: 0